Here is a structure of composition C36H36N5O2S6SbW from the Open Molecules 2025 dataset. Energies are from ωB97M-V with the def2-TZVPD basis set.

Each line ends with the Löwdin charge.
Geometry (Å):
W -0.350 -0.615 0.425  0.9794
C 2.257 1.519 6.566  -0.0509
C 1.507 1.396 5.268  -0.2717
C 0.135 1.623 5.201  -0.0347
C -0.556 1.464 4.013  -0.0048
C 0.105 1.092 2.847  -0.2537
N -0.594 0.960 1.622  -0.1439
C -1.243 2.124 1.164  -0.2229
C -0.696 3.388 1.415  -0.0118
C -1.265 4.539 0.916  -0.0345
C -2.401 4.486 0.109  -0.2656
C -2.986 5.735 -0.492  -0.0470
C -2.941 3.243 -0.158  -0.0038
C -2.394 2.079 0.374  -0.1366
N -3.053 0.853 0.090  -0.0548
C -4.366 0.676 -0.153  -0.0266
C -4.551 -0.621 -0.569  -0.0001
C -3.276 -1.190 -0.562  -0.1742
N -2.380 -0.288 -0.174  -0.1300
C 1.479 0.850 2.908  -0.1444
C 2.162 1.000 4.110  0.0299
N 2.178 0.493 1.741  -0.0456
C 3.457 1.013 1.304  -0.1265
C 3.784 0.077 0.112  -0.1065
C 2.701 -0.943 0.167  -0.1390
N 1.775 -0.580 0.978  -0.0550
H 1.681 2.080 7.301  0.0745
H 3.213 2.025 6.426  0.0775
H 2.464 0.534 6.989  0.0855
H -0.402 1.920 6.094  0.1124
H -1.622 1.645 3.968  0.1262
H 0.197 3.446 2.026  0.1172
H -0.809 5.498 1.139  0.1145
H -3.077 6.526 0.254  0.0791
H -3.974 5.548 -0.908  0.0755
H -2.352 6.116 -1.296  0.0808
H -3.788 3.160 -0.826  0.1118
H -5.067 1.476 0.006  0.1325
H -5.477 -1.102 -0.826  0.1139
H -2.968 -2.204 -0.784  0.0627
H 3.225 0.790 4.144  0.1204
H 4.187 1.110 2.108  0.1522
H 4.799 -0.296 0.002  0.1592
H 2.558 -1.789 -0.487  0.0417
O 0.732 1.239 -0.715  -0.5756
S 1.821 0.991 -1.742  1.0131
C 1.771 2.500 -2.724  -0.2972
C 0.351 2.694 -3.245  -0.2416
C -0.114 1.533 -4.120  -0.2411
C -1.467 1.745 -4.788  -0.2937
S -2.880 1.634 -3.603  1.0178
O -2.313 1.800 -2.232  -0.5175
C -3.207 -0.117 -3.788  -0.3811
C -2.596 -0.993 -2.908  -0.1745
C -2.846 -2.354 -3.021  -0.1248
C -3.704 -2.815 -4.011  -0.0482
C -4.318 -1.924 -4.884  -0.0798
C -4.077 -0.562 -4.772  -0.0954
C 3.443 1.263 -0.871  -0.4140
C 4.507 1.556 -1.875  -0.0877
C 5.373 2.549 -1.684  -0.0625
C 5.312 3.420 -0.503  -0.0694
C 4.371 3.276 0.427  -0.0348
C 3.311 2.227 0.344  -0.1758
H 2.493 2.362 -3.532  0.0994
H 2.093 3.334 -2.096  0.1101
H 0.337 3.629 -3.814  0.1253
H -0.331 2.807 -2.402  0.0901
H -0.152 0.610 -3.533  0.0823
H 0.618 1.363 -4.918  0.1244
H -1.633 0.974 -5.540  0.0912
H -1.541 2.720 -5.272  0.0846
H -1.944 -0.612 -2.133  0.0063
H -2.374 -3.041 -2.328  -0.0384
H -3.905 -3.875 -4.097  0.1105
H -4.997 -2.290 -5.644  0.1024
H -4.568 0.142 -5.435  0.1062
H 4.586 0.900 -2.737  0.1238
H 6.162 2.721 -2.405  0.1082
H 6.058 4.198 -0.407  0.1030
H 4.341 3.936 1.287  0.1163
H 2.313 2.668 0.438  0.1392
S 1.972 -4.525 0.362  -0.1716
Sb -0.108 -3.770 -0.026  -0.0387
S -0.934 -2.394 1.846  0.0263
S 0.100 -1.845 -1.537  0.1209
S -1.864 -4.910 -0.852  -0.1006

**LUMO energy (alpha / beta)**: -0.461 / -0.331 eV
**Frontier orbital gap (alpha / beta)**: 6.4 / 7.1 eV
**Expectation value of S²**: 2.02
**Energy relative to the best compared isomer or geometry (same formula, charge and spin)**: 79.4 kcal per mole
**Spin multiplicity**: 3

Here is a structure of composition C36H36N8O4S2W from the Open Molecules 2025 dataset. Energies are from ωB97M-V with the def2-TZVPD basis set.

Each line ends with the Löwdin charge.
Geometry (Å):
W 0.302 0.045 -0.111  1.6443
C 1.646 4.208 0.763  -0.0278
O 2.026 3.958 2.129  -0.0885
C 1.316 3.093 2.896  -0.2316
C 1.327 3.324 4.254  -0.0010
C 0.646 2.499 5.159  -0.0865
C -0.082 1.439 4.678  -0.0495
C -0.086 1.170 3.301  -0.1457
C -0.874 0.077 2.806  -0.0553
N -0.904 -0.369 1.608  -0.1089
N -1.796 -1.477 1.496  0.1110
C -1.378 -2.219 0.530  -0.4416
O -0.357 -1.900 -0.206  -0.3022
C -2.026 -3.519 0.234  -0.1408
C -2.939 -4.086 1.118  -0.0291
C -3.501 -5.319 0.829  -0.0825
C -3.153 -5.988 -0.339  -0.0892
C -2.247 -5.418 -1.223  -0.0741
C -1.681 -4.183 -0.939  -0.0083
C 0.647 1.944 2.396  -0.2632
O 0.728 1.642 1.132  -0.2129
H 2.102 5.161 0.507  0.0965
H 0.564 4.287 0.665  0.0960
H 2.004 3.429 0.102  0.0680
H 1.884 4.189 4.600  0.1237
H 0.681 2.709 6.219  0.1019
H -0.649 0.800 5.345  0.1136
H -1.525 -0.444 3.502  0.1376
H -3.197 -3.552 2.024  0.1076
H -4.206 -5.766 1.519  0.0997
H -3.591 -6.954 -0.560  0.1002
H -1.984 -5.931 -2.140  0.1046
H -0.970 -3.725 -1.617  0.1117
C -2.081 2.203 -0.037  -0.0230
C -1.110 1.586 -0.994  -0.3926
N -1.348 0.284 -1.361  -0.1126
N -1.269 -0.078 -2.656  -0.0318
C -0.326 -0.882 -3.065  -1.0631
S 1.163 -1.184 -2.277  0.6956
S -0.514 -1.644 -4.633  0.9154
C -2.216 -1.187 -5.041  -0.4270
C -3.248 -2.017 -4.326  -0.2965
C -3.902 -1.530 -3.201  -0.0515
C -4.847 -2.307 -2.542  -0.0776
C -5.154 -3.577 -3.008  -0.0965
C -4.510 -4.069 -4.138  -0.0899
C -3.562 -3.294 -4.788  -0.0567
C -0.323 2.441 -1.926  -0.1480
C -0.876 3.414 -2.745  -0.0279
C -0.079 4.128 -3.631  -0.0954
C 1.283 3.850 -3.688  -0.0853
C 1.852 2.888 -2.864  -0.0118
C 1.055 2.184 -1.964  -0.3646
O 1.588 1.290 -1.114  -0.3586
H -2.895 2.654 -0.612  0.0882
H -1.606 2.983 0.558  0.0795
H -2.512 1.452 0.623  0.0745
H -2.263 -1.345 -6.120  0.0766
H -2.329 -0.125 -4.834  0.0770
H -3.666 -0.534 -2.837  0.0977
H -5.340 -1.918 -1.659  0.1034
H -5.887 -4.184 -2.491  0.0999
H -4.745 -5.059 -4.511  0.1006
H -3.061 -3.680 -5.671  0.1121
H -1.945 3.603 -2.704  0.1135
H -0.514 4.883 -4.272  0.0960
H 1.913 4.389 -4.387  0.1011
H 2.914 2.674 -2.897  0.1152
C 4.798 2.148 2.347  -0.0602
C 5.223 0.944 3.182  -0.4021
C 4.353 0.804 4.428  -0.0637
C 5.244 -0.346 2.368  -0.0943
N 3.915 -0.710 1.848  -0.0633
C 3.220 -0.203 0.854  -0.1083
N 2.033 -0.744 0.884  -0.1031
N 1.999 -1.606 1.937  0.0587
N 3.132 -1.592 2.522  0.0994
H 4.895 3.067 2.927  0.0907
H 3.747 2.089 2.048  0.0590
H 5.409 2.257 1.444  0.0884
H 6.265 1.089 3.485  0.1381
H 3.301 0.647 4.162  0.0699
H 4.398 1.716 5.027  0.0834
H 4.671 -0.033 5.055  0.0824
H 5.551 -1.189 2.981  0.1274
H 5.923 -0.264 1.521  0.1311
H 3.554 0.511 0.115  0.1525

**LUMO energy (alpha / beta)**: 0.012 / -1.667 eV
**Frontier orbital gap (alpha / beta)**: 7.4 / 6.0 eV
**Expectation value of S²**: 2.03
**Energy relative to the best compared isomer or geometry (same formula, charge and spin)**: 16.7 kcal per mole
**Spin multiplicity**: 3

Here is a structure of composition C36H37AlBrNP2S3 from the Open Molecules 2025 dataset. Energies are from ωB97M-V with the def2-TZVPD basis set.

Each line ends with the Löwdin charge.
Geometry (Å):
Al 0.059 -0.014 -0.516  0.2126
C -2.840 -1.282 -1.864  -0.4223
C -2.104 -2.345 -1.051  -0.4423
S -1.343 -1.838 0.503  0.9322
C -2.723 -1.699 1.668  -0.4445
C -3.815 -0.670 1.378  -0.4644
S -3.152 1.006 1.309  0.9032
C -3.974 1.797 -0.067  -0.4775
C -3.602 1.375 -1.499  -0.4334
S -2.112 0.392 -1.858  0.9118
H -3.862 -1.161 -1.524  0.0674
H -2.878 -1.611 -2.902  0.1019
H -1.280 -2.744 -1.630  0.0572
H -2.776 -3.175 -0.828  0.1127
H -2.249 -1.513 2.633  0.0891
H -3.145 -2.705 1.695  0.0974
H -4.540 -0.703 2.191  0.0928
H -4.345 -0.906 0.458  0.0758
H -3.709 2.841 0.084  0.0617
H -5.054 1.722 0.055  0.0975
H -3.504 2.260 -2.127  0.0831
H -4.381 0.763 -1.950  0.0841
N 1.557 2.078 1.009  -0.3475
P 2.049 1.627 -0.553  0.9561
C 3.826 1.451 -0.378  -0.3380
C 4.659 1.788 -1.446  -0.0797
C 6.034 1.678 -1.310  -0.0499
C 6.579 1.231 -0.114  -0.0465
C 5.751 0.874 0.943  -0.0553
C 4.374 0.972 0.812  -0.0828
C 1.785 2.992 -1.704  -0.3694
C 0.953 2.813 -2.808  -0.1195
C 0.705 3.865 -3.683  -0.0572
C 1.282 5.103 -3.445  -0.0487
C 2.102 5.296 -2.337  -0.0469
C 2.362 4.244 -1.476  -0.0739
P -0.103 1.810 1.264  0.8962
C -0.846 3.416 0.894  -0.3509
C -0.806 4.453 1.831  -0.0696
C -1.219 5.728 1.473  -0.0417
C -1.656 5.987 0.181  -0.0408
C -1.669 4.971 -0.765  -0.0531
C -1.266 3.694 -0.406  -0.1331
C -0.196 1.494 3.043  -0.3627
C -1.208 1.990 3.868  -0.1245
C -1.186 1.724 5.228  -0.0484
C -0.172 0.942 5.772  -0.0461
C 0.817 0.415 4.953  -0.0551
C 0.807 0.691 3.593  -0.0921
H 2.027 2.841 1.488  0.1039
H 4.239 2.150 -2.378  0.1112
H 6.681 1.945 -2.137  0.1179
H 7.654 1.159 -0.005  0.1188
H 6.179 0.519 1.872  0.1158
H 3.735 0.680 1.636  0.0911
H 0.489 1.851 -3.001  0.0779
H 0.075 3.715 -4.550  0.1166
H 1.105 5.920 -4.132  0.1184
H 2.545 6.266 -2.154  0.1182
H 3.018 4.399 -0.625  0.1183
H -0.450 4.276 2.839  0.1091
H -1.196 6.524 2.208  0.1202
H -1.973 6.986 -0.093  0.1203
H -1.982 5.175 -1.783  0.1187
H -1.240 2.925 -1.164  0.0598
H -2.014 2.584 3.458  0.0851
H -1.961 2.128 5.867  0.1191
H -0.153 0.745 6.837  0.1197
H 1.597 -0.209 5.371  0.1171
H 1.590 0.286 2.962  0.0911
Br 3.784 -4.118 -4.206  0.8246
C 2.691 -3.012 -3.166  -0.6950
C 1.880 -3.563 -2.188  -0.1010
C 1.065 -2.733 -1.431  -0.1412
C 1.039 -1.339 -1.600  -0.2769
C 1.901 -0.834 -2.581  -0.1399
C 2.708 -1.644 -3.368  -0.1034
H 1.890 -4.631 -2.012  0.1132
H 0.485 -3.215 -0.656  0.0660
H 1.965 0.230 -2.784  0.0587
H 3.349 -1.213 -4.125  0.1118

**LUMO energy**: -5.363 eV
**Frontier orbital gap**: 8.0 eV
**Energy relative to the best compared isomer or geometry (same formula, charge and spin)**: 32.0 kcal per mole
**Total charge**: +2

In order of appearance, F_max = 1.325, 1.018, 0.502 eV Å⁻¹.
In order of appearance, calculated total energy = -4514.10792, -2995.91342, -6142.07809 Ha.